(1)
Formula: C27H22Cl3F5N4OOsS2Si
Source: the Open Molecules 2025 dataset
Level of theory: ωB97M-V/def2-TZVPD

LUMO (spin up / spin down)   -8.47 / -8.41 eV
Total charge   +2
Largest force on an atom   4.684 eV Å⁻¹
HOMO energy (spin up / spin down)   -0.4857 / -0.4798 hartree

CARTESIAN COORDINATES (ANGSTROEM)
1 Os 0.685 -0.346 -0.392
2 Cl 1.360 -5.627 -0.242
3 Cl -0.884 -5.201 -2.115
4 Cl -1.291 -4.894 0.776
5 S 2.606 -0.791 0.991
6 S -1.808 0.559 0.168
7 Si -0.172 0.027 -3.790
8 F 3.803 -2.627 5.535
9 F -0.729 -2.930 4.214
10 F 1.251 -3.450 6.055
11 F -0.159 -1.687 1.915
12 F 4.378 -1.413 3.180
13 O 1.074 1.645 0.140
14 N -4.371 0.289 0.184
15 N -3.206 -1.676 0.691
16 N 0.381 0.764 -2.264
17 N 0.368 -2.144 -0.695
18 C -0.340 -1.855 -3.555
19 C 1.142 0.298 -5.149
20 C 0.844 -1.929 2.804
21 C 0.373 4.391 -2.851
22 C 3.137 -1.786 3.448
23 C -4.361 -2.351 0.866
24 C 0.291 3.048 -3.114
25 C 0.775 1.814 2.514
26 C 1.239 2.206 3.758
27 C 1.534 -2.823 4.930
28 C 0.186 -3.293 -0.652
29 C 2.845 -2.416 4.653
30 C 2.145 -1.539 2.486
31 C 0.494 2.083 -2.096
32 C 2.816 2.652 1.505
33 C 1.568 2.047 1.396
34 C -3.219 -0.353 0.341
35 C 0.880 3.963 -0.541
36 C 3.263 3.042 2.756
37 C 2.474 2.826 3.877
38 C -1.904 0.783 -4.108
39 C -0.123 -4.681 -0.580
40 C -5.558 -1.706 0.701
41 C 0.529 -2.565 3.993
42 C -5.503 -0.341 0.358
43 C 0.642 4.863 -1.563
44 C 0.836 2.606 -0.804
45 H -1.886 1.507 -4.915
46 H 0.059 2.707 -4.106
47 H -1.031 -2.126 -2.764
48 H -0.200 1.362 2.390
49 H 0.808 -0.204 -6.053
50 H 0.212 5.097 -3.650
51 H -4.282 -3.393 1.137
52 H -0.714 -2.279 -4.480
53 H 0.623 2.056 4.630
54 H -6.401 0.246 0.225
55 H 4.220 3.531 2.855
56 H 3.421 2.827 0.627
57 H -2.294 1.278 -3.223
58 H -6.495 -2.218 0.841
59 H 1.089 4.316 0.457
60 H -2.318 -2.154 0.828
61 H 0.665 5.923 -1.362
62 H -2.609 0.010 -4.397
63 H 2.823 3.147 4.845
64 H 2.097 -0.132 -4.862
65 H 0.616 -2.327 -3.359
66 H 1.306 1.343 -5.389

=====

(2)
Formula: C27H22Cl3N4O3SSiSm
Source: the Open Molecules 2025 dataset
Level of theory: ωB97M-V/def2-TZVPD

LUMO (spin up / spin down)   -0.44 / -0.42 eV
Relative energy (zero: lowest compared OMol25 entry of this formula, charge and spin)   16.8 kcal per mole
Multiplicity   6
Total charge   0
Largest force on an atom   1.181 eV Å⁻¹
HOMO energy (spin up / spin down)   -0.2923 / -0.2925 hartree

CARTESIAN COORDINATES (ANGSTROEM)
1 Sm -0.330 0.437 0.128
2 Cl -0.456 1.097 -2.452
3 Cl -3.540 2.136 -1.419
4 Cl -1.406 4.409 -2.226
5 S -1.924 0.746 2.401
6 Si -1.624 2.819 -0.941
7 O 1.961 1.393 -0.411
8 O 3.204 -1.330 0.554
9 O 1.084 -0.846 1.135
10 N -2.217 -1.050 0.000
11 N -3.388 -0.567 0.483
12 N -4.514 0.618 2.030
13 N 0.083 -1.636 -1.336
14 C 0.271 2.870 3.976
15 C 0.977 1.702 4.233
16 C 4.477 2.480 0.160
17 C 0.322 3.440 2.718
18 C 2.570 0.992 0.852
19 C 6.221 1.161 1.857
20 C -0.946 -3.599 -2.220
21 C -1.007 -2.390 -1.533
22 C 1.073 2.846 1.710
23 C -4.738 -2.282 -3.803
24 C 1.709 1.094 3.230
25 C 1.240 -2.040 -1.851
26 C 4.903 0.745 1.763
27 C -5.859 -2.874 -1.764
28 C -3.542 -2.221 -1.705
29 C 1.382 -3.215 -2.567
30 C -3.571 -2.058 -3.092
31 C 6.675 2.232 1.099
32 C -4.700 -2.630 -1.045
33 C -5.885 -2.692 -3.139
34 C 4.021 1.403 0.913
35 C 2.309 -0.573 0.875
36 C 1.765 1.660 1.957
37 C 5.800 2.890 0.250
38 C -2.285 -1.876 -1.001
39 C 0.266 -4.016 -2.739
40 C -3.324 0.214 1.537
41 H 4.565 -0.105 2.339
42 H 6.144 3.729 -0.342
43 H 7.705 2.554 1.173
44 H 0.339 -4.953 -3.275
45 H 2.348 -3.491 -2.965
46 H -1.840 -4.194 -2.336
47 H 2.603 1.198 -1.104
48 H 6.901 0.638 2.516
49 H 2.098 -1.404 -1.674
50 H 0.938 1.252 5.216
51 H -4.511 1.308 2.758
52 H 3.799 3.025 -0.486
53 H -6.796 -2.869 -3.696
54 H -0.330 3.322 4.755
55 H -0.211 4.361 2.516
56 H -6.753 -3.197 -1.245
57 H 2.235 0.169 3.431
58 H 1.174 3.343 0.754
59 H -4.749 -2.129 -4.874
60 H -4.683 -2.765 0.025
61 H -5.351 0.440 1.500
62 H -2.679 -1.721 -3.605

=====

(3)
Formula: C27H22F3N3SbZr
Source: the Open Molecules 2025 dataset
Level of theory: ωB97M-V/def2-TZVPD

LUMO   -10.44 eV
Relative energy (zero: lowest compared OMol25 entry of this formula, charge and spin)   0.0 kcal per mole
Total charge   +3
Largest force on an atom   0.701 eV Å⁻¹
HOMO energy   -0.6137 hartree

CARTESIAN COORDINATES (ANGSTROEM)
1 Sb 2.770 3.170 -1.672
2 Zr 0.685 0.812 -0.420
3 F -6.095 -4.988 2.838
4 F -4.784 -6.612 2.244
5 F -4.553 -5.686 4.192
6 N 2.736 0.651 0.267
7 N 0.880 0.797 -2.582
8 N 0.134 2.856 0.047
9 C -0.578 -0.661 0.339
10 C 0.282 -0.034 -3.484
11 C 1.021 3.743 -0.506
12 C -3.880 -4.433 2.334
13 C 1.993 1.973 -4.333
14 C -0.630 -1.115 -3.000
15 C -1.123 4.654 0.953
16 C -3.840 -3.174 2.932
17 C -4.845 -5.459 2.908
18 C 1.728 1.792 -2.999
19 C 1.383 1.133 -5.270
20 C 2.440 -1.337 1.710
21 C -1.326 -1.531 0.803
22 C -1.871 2.291 1.367
23 C 5.418 0.826 0.872
24 C 4.641 -0.170 1.424
25 C 4.836 1.751 0.000
26 C -0.240 5.559 0.400
27 C -0.933 3.293 0.775
28 C -2.176 -2.516 1.331
29 C -2.217 -3.789 0.741
30 C 3.291 -0.260 1.119
31 C -2.992 -2.211 2.437
32 C 0.852 5.095 -0.340
33 C 0.533 0.137 -4.837
34 C -3.073 -4.746 1.249
35 C 3.498 1.649 -0.288
36 H -0.110 -1.805 -2.334
37 H -1.972 4.993 1.530
38 H -4.477 -2.959 3.780
39 H -1.583 -4.016 -0.105
40 H -1.008 -1.689 -3.841
41 H 3.038 -1.971 2.360
42 H -1.486 -0.707 -2.462
43 H -0.390 6.622 0.541
44 H 1.626 -0.922 2.305
45 H 5.438 2.536 -0.438
46 H 1.551 5.797 -0.773
47 H 5.072 -0.895 2.101
48 H -2.349 1.685 0.596
49 H 0.053 -0.525 -5.544
50 H -2.952 -1.230 2.889
51 H -2.657 2.794 1.924
52 H -1.354 1.622 2.057
53 H 6.472 0.892 1.113
54 H 2.665 2.755 -4.662
55 H 2.003 -1.970 0.937
56 H 1.577 1.263 -6.328
57 H -3.121 -5.730 0.806

=====

(4)
Formula: C27H23Cl2N5O8V
Source: the Open Molecules 2025 dataset
Level of theory: ωB97M-V/def2-TZVPD

LUMO (spin up / spin down)   4.02 / 4.01 eV
Relative energy (zero: lowest compared OMol25 entry of this formula, charge and spin)   0.0 kcal per mole
Multiplicity   2
Total charge   -2
Largest force on an atom   2.930 eV Å⁻¹
HOMO energy (spin up / spin down)   -0.0222 / -0.0222 hartree

CARTESIAN COORDINATES (ANGSTROEM)
1 V -0.103 0.319 0.405
2 Cl -4.162 -2.597 0.361
3 Cl -2.124 -4.181 5.076
4 O -1.545 2.935 -3.123
5 O -1.746 -0.776 0.314
6 O 0.396 1.929 1.267
7 O -1.022 1.549 3.051
8 O -5.357 3.801 2.626
9 O -6.103 4.371 0.698
10 O -3.595 3.558 -3.219
11 O -0.855 1.496 -0.945
12 N -5.234 3.865 1.409
13 N -2.617 3.157 -2.583
14 N 0.212 -0.734 2.013
15 N -0.857 1.791 1.757
16 N 1.040 -0.405 -0.525
17 C 0.015 -3.239 -1.114
18 C 1.985 -1.961 -2.153
19 C -2.750 2.955 -1.179
20 C -0.882 -2.316 3.504
21 C -3.889 3.461 -0.554
22 C 2.330 -3.364 -0.127
23 C 2.669 -2.120 -3.349
24 C -3.044 2.765 1.613
25 C 1.182 -0.600 2.896
26 C 1.518 -3.205 -1.421
27 C 3.266 -1.052 -4.002
28 C -1.904 2.290 1.007
29 C -2.906 -2.457 1.548
30 C -1.987 -3.180 3.649
31 C -1.754 2.230 -0.438
32 C -0.827 -1.545 2.322
33 C -2.963 -3.261 2.689
34 C -1.863 -1.554 1.331
35 C 2.041 2.874 -2.467
36 C 1.834 -0.657 -1.598
37 C 2.600 1.781 -1.556
38 C 0.170 -2.149 4.424
39 C 2.552 0.416 -2.215
40 C 3.227 0.198 -3.404
41 C 4.034 2.091 -1.108
42 C -4.055 3.339 0.810
43 C 1.187 -1.279 4.110
44 H 3.401 -3.350 -0.342
45 H -3.791 -3.946 2.811
46 H 4.073 3.049 -0.584
47 H 2.083 -4.305 0.375
48 H 1.974 1.746 -0.669
49 H 2.599 2.936 -3.406
50 H -0.187 -2.711 -0.189
51 H 1.968 0.091 2.620
52 H 2.097 3.846 -1.970
53 H -3.137 2.720 2.685
54 H 3.735 1.028 -3.886
55 H -0.558 -2.744 -1.898
56 H 2.736 -3.113 -3.785
57 H 3.770 -1.195 -4.951
58 H 2.102 -2.532 0.542
59 H 0.996 2.663 -2.696
60 H 4.713 2.135 -1.965
61 H 0.158 -2.684 5.363
62 H -0.338 -4.269 -1.015
63 H -4.641 3.954 -1.147
64 H 4.389 1.309 -0.433
65 H 1.752 -4.056 -2.071
66 H 1.994 -1.108 4.809

=====

(5)
Formula: C27H23Cl3N9ORuSe2
Source: the Open Molecules 2025 dataset
Level of theory: ωB97M-V/def2-TZVPD

LUMO (spin up / spin down)   4.02 / 4.01 eV
Relative energy (zero: lowest compared OMol25 entry of this formula, charge and spin)   74.0 kcal per mole
Multiplicity   2
Total charge   -2
Largest force on an atom   2.256 eV Å⁻¹
HOMO energy (spin up / spin down)   -0.0619 / -0.0738 hartree

CARTESIAN COORDINATES (ANGSTROEM)
1 Ru -0.198 1.326 -0.332
2 Se 0.875 3.863 -1.773
3 Se 2.645 1.371 0.185
4 Cl -0.856 3.778 1.041
5 Cl -1.004 5.004 6.305
6 Cl 1.677 0.657 4.615
7 O 0.787 1.545 1.962
8 N 1.978 -0.974 -0.993
9 N 0.869 -0.394 -1.440
10 N -0.477 -0.705 -3.405
11 N -1.270 2.645 -3.104
12 N -1.599 2.418 -4.330
13 N -1.379 1.144 -4.642
14 N -0.822 1.518 -2.551
15 N 1.494 -1.960 -2.844
16 N 2.340 -1.896 -1.818
17 C -1.477 -2.957 1.602
18 C -3.135 -2.437 -1.764
19 C -1.912 -4.231 2.003
20 C -1.436 -4.811 3.160
21 C -0.577 -2.276 2.443
22 C -0.408 3.456 2.692
23 C 4.158 1.156 -1.064
24 C 0.586 -1.021 -2.587
25 C -1.977 -0.931 0.373
26 C -0.515 -4.142 3.955
27 C -1.797 -4.316 -1.075
28 C -0.102 -2.866 3.591
29 C -0.893 0.600 -3.525
30 C 2.617 4.167 -0.825
31 C -2.326 -3.044 -0.783
32 C 0.388 2.289 2.903
33 C -3.411 -3.072 -2.952
34 C -1.976 -2.325 0.408
35 C 0.298 2.853 5.306
36 C -2.070 -4.938 -2.272
37 C -1.901 0.304 0.400
38 C -0.827 4.280 3.712
39 C 1.676 3.126 -3.389
40 C -2.884 -4.331 -3.219
41 C -0.469 3.970 5.014
42 C 2.856 3.333 0.419
43 C 0.708 2.045 4.270
44 H -3.525 -1.448 -1.566
45 H -1.119 -4.780 -0.372
46 H 2.526 3.736 -3.691
47 H 0.573 2.614 6.321
48 H -1.627 -5.905 -2.484
49 H -2.658 -4.746 1.410
50 H 4.213 0.087 -1.250
51 H -0.240 -1.288 2.150
52 H -3.083 -4.819 -4.164
53 H 2.645 5.229 -0.565
54 H 3.386 3.969 -1.573
55 H -4.031 -2.580 -3.690
56 H 3.997 1.680 -2.004
57 H 1.978 2.096 -3.205
58 H -1.791 -5.793 3.454
59 H 3.867 3.520 0.797
60 H 5.083 1.501 -0.603
61 H -0.129 -4.610 4.852
62 H 0.903 3.156 -4.152
63 H 2.140 3.590 1.202
64 H -0.538 -1.257 -4.246
65 H -1.422 5.151 3.495
66 H 0.599 -2.329 4.216

=====

(6)
Formula: C27H23ClNO14
Source: the Open Molecules 2025 dataset
Level of theory: ωB97M-V/def2-TZVPD

LUMO   -5.38 eV
Total charge   +1
Largest force on an atom   9.180 eV Å⁻¹
HOMO energy   -0.4185 hartree

CARTESIAN COORDINATES (ANGSTROEM)
1 Cl 0.729 4.946 2.318
2 O -1.811 4.261 4.445
3 O 3.332 -2.556 -2.788
4 O -1.442 -2.950 -3.662
5 O 0.791 -8.110 1.579
6 O 0.182 -0.334 -8.362
7 O 3.722 -3.023 -0.415
8 O -0.508 -2.977 1.165
9 O -2.496 5.648 2.177
10 O -2.036 -1.947 -8.245
11 O -1.615 -4.393 3.239
12 O 0.724 -1.267 -3.758
13 O -6.896 5.698 3.909
14 O 1.966 -6.672 -0.441
15 O -6.193 4.390 6.217
16 N 3.975 2.511 -0.151
17 C -0.432 -6.288 2.461
18 C -0.749 -4.997 2.347
19 C 1.277 2.817 0.360
20 C -4.716 5.711 2.993
21 C -0.191 -0.948 -7.181
22 C 0.510 -0.767 -6.060
23 C 1.078 -6.075 0.434
24 C 0.760 -4.785 0.318
25 C -0.184 -4.155 1.255
26 C -1.085 -2.314 -4.837
27 C 0.492 -6.923 1.509
28 C 1.640 3.388 1.853
29 C 0.109 -1.426 -4.807
30 C -5.714 5.389 4.024
31 C -5.253 4.667 5.241
32 C -3.441 5.346 3.141
33 C 5.248 1.784 -0.523
34 C 3.569 -2.122 -1.402
35 C 1.453 2.164 2.977
36 C -1.788 -2.493 -5.957
37 C -1.401 -1.815 -7.205
38 C 2.341 0.297 -0.567
39 C 3.704 -0.538 -0.984
40 C -3.979 4.298 5.387
41 C -2.985 4.599 4.346
42 C 5.166 0.204 -0.955
43 C 2.575 1.881 -0.124
44 H -0.837 -6.912 3.248
45 H 6.265 2.396 -0.465
46 H -2.660 -3.134 -5.993
47 H -3.631 3.771 6.266
48 H 6.164 -0.338 -1.235
49 H 0.305 2.148 0.426
50 H 4.054 3.528 0.123
51 H -1.652 5.276 2.515
52 H 1.391 -0.138 -6.027
53 H -1.684 -3.459 2.944
54 H -7.038 4.756 5.877
55 H 0.333 2.048 3.296
56 H -0.483 -0.620 -9.026
57 H 2.108 2.466 3.920
58 H -5.061 6.252 2.121
59 H -0.780 -2.660 -2.997
60 H 1.263 -0.192 -0.582
61 H 2.031 -7.608 -0.150
62 H 2.546 -2.009 -3.110
63 H 1.048 3.650 -0.442
64 H 2.799 3.665 1.912
65 H 1.176 -4.158 -0.460
66 H 1.911 1.144 2.569

=====

(7)
Formula: C27H23IrN4O7S
Source: the Open Molecules 2025 dataset
Level of theory: ωB97M-V/def2-TZVPD

LUMO (spin up / spin down)   -9.63 / -12.29 eV
Multiplicity   6
Total charge   +3
Largest force on an atom   3.266 eV Å⁻¹
HOMO energy (spin up / spin down)   -0.6266 / -0.6263 hartree

CARTESIAN COORDINATES (ANGSTROEM)
1 Ir -16.308 1.542 -2.105
2 S -13.872 1.954 -0.829
3 O -22.372 5.922 -2.754
4 O -14.306 2.390 -2.240
5 O -13.184 0.683 -0.814
6 O -21.332 6.750 -1.071
7 O -15.234 1.910 -0.139
8 O -16.544 -0.484 -2.376
9 O -16.172 -0.916 -7.220
10 N -21.419 6.067 -2.082
11 N -17.950 2.747 -1.078
12 N -15.945 -2.012 -4.999
13 N -16.900 3.072 -3.539
14 C -18.278 2.562 0.193
15 C -13.387 1.081 -5.915
16 C -15.065 -3.917 -0.713
17 C -20.153 5.373 -2.439
18 C -15.656 -3.934 -2.014
19 C -15.178 -0.447 -6.462
20 C -18.548 3.591 -1.900
21 C -14.105 -0.519 -4.249
22 C -17.953 3.862 -3.159
23 C -16.641 -0.187 -8.385
24 C -19.569 5.614 -3.583
25 C -12.920 3.304 -0.128
26 C -15.923 -1.498 -1.880
27 C -14.250 0.497 -6.854
28 C -16.672 4.327 -5.586
29 C -19.276 3.443 0.701
30 C -16.215 -2.737 -4.004
31 C -17.635 5.200 -5.136
32 C -19.852 4.383 -0.116
33 C -18.366 4.921 -3.961
34 C -16.258 3.283 -4.727
35 C -13.296 0.596 -4.609
36 C -19.509 4.491 -1.456
37 C -15.830 -2.750 -2.609
38 C -14.824 -2.663 -0.064
39 C -15.060 -0.930 -5.191
40 C -15.252 -1.491 -0.593
41 H -12.655 1.094 -3.873
42 H -14.317 0.908 -7.830
43 H -16.818 -3.615 -4.262
44 H -13.989 -0.969 -3.280
45 H -17.677 -0.388 -8.481
46 H -17.926 6.101 -5.650
47 H -15.282 -0.609 0.074
48 H -20.076 6.222 -4.347
49 H -16.407 -2.212 -5.896
50 H -14.312 -2.728 0.879
51 H -12.224 3.689 -0.869
52 H -17.749 1.836 0.738
53 H -15.944 -4.882 -2.568
54 H -20.518 5.086 0.247
55 H -14.763 -4.890 -0.222
56 H -13.546 4.202 0.016
57 H -16.024 -0.534 -9.198
58 H -15.391 2.692 -4.963
59 H -19.591 3.434 1.756
60 H -12.794 1.873 -6.264
61 H -12.377 2.967 0.739
62 H -16.382 0.870 -8.216
63 H -16.193 4.519 -6.534